{"formula": "C40H94Cl3N12O13P2", "method": "wB97M-V/def2-TZVPD", "spin_multiplicity": 1, "charge": 1, "lumo_energy_ev": -3.06, "orbital_gap_ha": 0.251, "total_energy_ev": -143642.555, "species": ["C", "C", "Cl", "C", "Cl", "P", "C", "P", "O", "Cl", "H", "H", "H", "H", "H", "H", "H", "H", "H", "H", "C", "O", "N", "C", "C", "H", "H", "H", "H", "H", "H", "H", "C", "O", "N", "C", "C", "H", "H", "H", "H", "H", "H", "H", "C", "O", "N", "C", "C", "H", "H", "H", "H", "H", "H", "H", "C", "O", "N", "C", "C", "H", "H", "H", "H", "H", "H", "H", "C", "O", "N", "C", "C", "H", "H", "H", "H", "H", "H", "H", "C", "O", "N", "C", "C", "H", "H", "H", "H", "H", "H", "H", "C", "O", "N", "C", "C", "H", "H", "H", "H", "H", "H", "H", "C", "O", "N", "C", "C", "H", "H", "H", "H", "H", "H", "H", "C", "O", "N", "C", "C", "H", "H", "H", "H", "H", "H", "H", "C", "O", "N", "C", "C", "H", "H", "H", "H", "H", "H", "H", "C", "O", "N", "C", "C", "H", "H", "H", "H", "H", "H", "H", "C", "O", "N", "C", "C", "H", "H", "H", "H", "H", "H", "H"], "coordinates": [[0.5471, -0.0726, -2.5033], [1.4897, -1.1834, -2.9474], [1.9698, -2.1559, -1.5210], [2.7028, -0.6313, -3.7463], [2.6316, -1.1332, -5.4487], [4.3700, -1.0493, -3.1202], [4.5995, -2.8334, -2.9003], [5.1731, 0.1441, -1.3660], [5.7811, 1.3752, -2.2239], [3.5867, 1.0549, -0.5014], [-0.2185, -0.4767, -1.8476], [0.0485, 0.3681, -3.3650], [1.0857, 0.7007, -1.9665], [0.9307, -1.8042, -3.6397], [2.6700, 0.4543, -3.7805], [5.2611, -0.6967, -4.1377], [5.0881, -2.9856, -1.9391], [3.6506, -3.3497, -2.9143], [5.2886, -3.1922, -3.6585], [5.1314, 2.0921, -2.3162], [0.1424, 4.0877, 0.4826], [0.0457, 3.4369, -0.5559], [0.5670, 3.5802, 1.6418], [0.7121, 4.3768, 2.8540], [0.9021, 2.1669, 1.6559], [-0.0869, 5.1643, 0.5319], [1.7483, 4.3560, 3.1968], [0.0726, 3.9691, 3.6355], [0.4169, 5.4065, 2.6680], [1.6507, 2.0083, 0.8851], [0.0378, 1.5704, 1.3954], [1.2681, 1.8735, 2.6354], [-1.7757, -2.9676, 1.4723], [-0.8718, -2.2965, 1.9376], [-1.5832, -4.0107, 0.6615], [-2.6733, -4.8075, 0.1221], [-0.2169, -4.3547, 0.3183], [-2.8372, -2.7690, 1.6914], [-2.5698, -5.8433, 0.4323], [-2.6580, -4.7679, -0.9684], [-3.6267, -4.4204, 0.4778], [0.3449, -4.5814, 1.2258], [0.2854, -3.5201, -0.1928], [-0.2212, -5.2248, -0.3342], [2.1510, 4.2780, -5.7089], [2.3115, 5.0565, -6.6292], [1.6557, 4.5984, -4.5006], [1.5041, 3.6130, -3.4476], [1.2635, 5.9757, -4.2469], [2.4132, 3.2058, -5.7923], [0.4620, 3.5315, -3.1396], [2.0966, 3.8989, -2.5761], [1.8467, 2.6431, -3.8068], [0.4882, 6.2810, -4.9493], [2.1179, 6.6404, -4.3778], [0.8869, 6.0606, -3.2309], [0.1077, 6.4325, 5.9395], [-0.6740, 6.0673, 5.0763], [0.3624, 5.7609, 7.0741], [1.2992, 6.2580, 8.0613], [-0.3257, 4.5043, 7.3091], [0.6780, 7.3715, 5.8575], [2.1113, 5.5413, 8.2034], [0.7944, 6.4148, 9.0165], [1.7148, 7.2067, 7.7301], [-0.0951, 3.7947, 6.5138], [-1.4053, 4.6612, 7.3193], [-0.0103, 4.0922, 8.2643], [-3.6192, -7.6288, -1.9815], [-2.9069, -7.6081, -0.9885], [-3.1772, -7.6846, -3.2448], [-4.0927, -7.7078, -4.3723], [-1.7432, -7.7265, -3.4808], [-4.7201, -7.6011, -1.9100], [-3.9489, -8.6234, -4.9489], [-3.9129, -6.8514, -5.0164], [-5.1183, -7.6775, -4.0086], [-1.3118, -8.6014, -2.9924], [-1.2693, -6.8371, -3.0634], [-1.5555, -7.7660, -4.5486], [-1.2389, 10.2335, 7.8189], [-0.1678, 9.6605, 7.7167], [-2.4243, 9.6089, 7.9331], [-3.6768, 10.3265, 8.0528], [-2.4204, 8.1567, 7.9324], [-1.3226, 11.3330, 7.8264], [-4.1714, 10.0706, 8.9918], [-4.3400, 10.0699, 7.2246], [-3.4926, 11.3985, 8.0347], [-1.8109, 7.7937, 8.7618], [-1.9796, 7.8014, 7.0009], [-3.4334, 7.7758, 8.0308], [4.2555, 5.2651, 4.0618], [3.4785, 4.4519, 4.5293], [5.5954, 5.1387, 4.0876], [6.4717, 6.1420, 3.5175], [6.1698, 3.9597, 4.7132], [3.9156, 6.1952, 3.5754], [7.0878, 5.7029, 2.7298], [7.1234, 6.5467, 4.2955], [5.8833, 6.9535, 3.0937], [5.8187, 3.0578, 4.2104], [5.8657, 3.9017, 5.7584], [7.2541, 4.0102, 4.6535], [-7.4748, -9.1119, 0.0456], [-8.6435, -8.7699, 0.1384], [-6.5602, -8.9764, 1.0223], [-5.1865, -9.4108, 0.8462], [-6.9649, -8.3784, 2.2819], [-7.0710, -9.5762, -0.8667], [-4.9375, -10.1701, 1.5907], [-4.5156, -8.5583, 0.9621], [-5.0501, -9.8334, -0.1464], [-7.7648, -8.9627, 2.7378], [-7.3398, -7.3678, 2.1162], [-6.1126, -8.3434, 2.9560], [-8.6315, -12.0092, -1.0111], [-7.6025, -11.8150, -1.6383], [-9.3159, -13.1661, -1.0128], [-10.5352, -13.3361, -0.2485], [-8.8121, -14.2734, -1.8073], [-9.0920, -11.2294, -0.3832], [-10.4177, -14.1433, 0.4772], [-11.3673, -13.5788, -0.9123], [-10.7685, -12.4165, 0.2837], [-7.8101, -14.5482, -1.4769], [-8.7544, -13.9871, -2.8576], [-9.4759, -15.1275, -1.7003], [-2.8988, -6.5308, -7.4989], [-2.1629, -6.4981, -6.5255], [-2.4801, -6.5985, -8.7705], [-3.4058, -6.6369, -9.8873], [-1.0503, -6.6354, -9.0307], [-3.9984, -6.5092, -7.4059], [-3.2676, -7.5553, -10.4598], [-3.2381, -5.7828, -10.5453], [-4.4297, -6.6024, -9.5221], [-0.6026, -7.5033, -8.5464], [-0.5730, -5.7405, -8.6308], [-0.8792, -6.6900, -10.1023], [4.0321, 3.1489, -4.9108], [3.6562, 2.0219, -4.5835], [5.2208, 3.4250, -5.4430], [5.6002, 4.7800, -5.8139], [6.1646, 2.3391, -5.6654], [3.3900, 4.0331, -4.7905], [5.8159, 4.8278, -6.8812], [6.4881, 5.0844, -5.2589], [4.7894, 5.4685, -5.5882], [5.7297, 1.5985, -6.3376], [6.4025, 1.8499, -4.7200], [7.0749, 2.7355, -6.1050], [6.0870, 9.8165, 3.7532], [4.9473, 10.0331, 3.3920], [6.5597, 10.0409, 4.9932], [7.9312, 9.7552, 5.3606], [5.6531, 10.5909, 5.9899], [6.8480, 9.4010, 3.0669], [7.9621, 9.0233, 6.1710], [8.4330, 10.6658, 5.6925], [8.4686, 9.3534, 4.5036], [4.8026, 9.9244, 6.1339], [5.2719, 11.5565, 5.6585], [6.1820, 10.7133, 6.9315]], "forces_ev_per_angstrom": [[0.197, -0.062, 0.108], [-0.340, 0.599, -0.443], [0.005, 0.251, 0.052], [-0.213, -0.029, 0.164], [0.064, -0.195, -0.188], [-0.773, -0.240, -0.165], [0.627, 0.252, 0.036], [0.787, 0.051, 0.376], [-0.214, -0.002, 0.248], [-0.243, -0.270, -0.242], [-0.055, -0.038, 0.052], [0.096, 0.052, -0.129], [-0.023, 0.198, 0.139], [0.166, -0.535, 0.220], [0.050, 0.106, 0.092], [-0.076, 0.238, 0.004], [-0.133, -0.084, 0.162], [0.030, -0.108, -0.135], [-0.092, -0.071, -0.206], [0.124, 0.015, -0.388], [0.138, -0.019, -0.130], [0.024, 0.116, -0.008], [-0.096, 0.054, 0.050], [0.076, -0.274, -0.069], [0.008, 0.389, -0.027], [-0.066, -0.053, -0.005], [-0.164, 0.011, 0.039], [-0.016, 0.143, 0.065], [-0.096, -0.031, -0.021], [0.147, -0.258, 0.066], [-0.219, -0.210, -0.018], [0.075, 0.078, -0.008], [-0.053, 0.226, 0.232], [0.094, 0.219, 0.054], [-0.107, -0.222, -0.361], [0.264, 0.116, 0.128], [0.114, 0.122, -0.044], [-0.016, 0.003, 0.000], [-0.082, -0.054, -0.085], [-0.076, -0.072, -0.013], [0.022, 0.053, 0.021], [0.071, -0.012, -0.055], [-0.281, -0.306, 0.252], [-0.041, -0.043, 0.011], [-2.405, -0.095, -1.774], [0.160, 0.227, 0.005], [-0.909, 0.330, 0.251], [-0.395, -0.047, -0.014], [0.057, -0.002, -0.145], [-1.585, 0.354, -0.745], [0.033, 0.097, 0.148], [-0.021, -0.040, 0.103], [-0.173, 0.239, 0.089], [0.011, 0.055, 0.021], [-0.011, 0.090, 0.026], [0.015, -0.059, 0.005], [0.112, 0.195, -0.109], [-0.040, -0.069, 0.062], [0.028, 0.006, 0.076], [-0.062, -0.157, -0.011], [-0.025, 0.087, -0.117], [-0.021, -0.002, 0.021], [0.023, 0.034, 0.027], [0.052, 0.048, 0.021], [-0.056, 0.035, -0.005], [-0.021, -0.040, 0.028], [-0.008, -0.050, 0.009], [0.024, 0.021, 0.009], [-0.121, -0.050, 0.152], [0.030, -0.078, -0.158], [-0.053, 0.050, -0.053], [0.055, -0.039, 0.135], [-0.027, -0.083, 0.089], [0.010, -0.016, 0.000], [-0.053, 0.022, -0.053], [0.007, 0.003, -0.032], [0.007, -0.051, 0.044], [0.029, 0.023, 0.014], [0.039, -0.006, -0.022], [-0.048, 0.053, -0.031], [0.073, 0.049, -0.018], [-0.025, -0.030, 0.002], [-0.066, 0.074, 0.049], [0.057, -0.185, -0.007], [0.196, 0.060, -0.051], [-0.002, -0.013, -0.001], [-0.046, 0.052, -0.008], [-0.044, 0.050, 0.016], [0.030, 0.007, -0.003], [-0.025, -0.094, -0.024], [-0.073, -0.155, 0.027], [-0.038, 0.080, -0.015], [-0.062, 0.113, 0.042], [0.159, -0.062, 0.044], [0.011, 0.060, -0.091], [0.010, -0.159, 0.145], [-0.129, 0.018, 0.001], [0.012, -0.010, -0.009], [0.042, 0.071, -0.004], [0.054, 0.077, -0.085], [-0.047, -0.011, 0.016], [0.026, -0.028, 0.037], [0.024, -0.043, 0.006], [0.004, 0.032, -0.016], [-0.007, 0.054, -0.206], [0.022, -0.022, 0.122], [0.032, -0.049, -0.037], [-0.112, 0.197, 0.269], [-0.076, -0.037, -0.114], [-0.009, -0.030, 0.021], [0.078, -0.022, -0.049], [0.141, -0.099, -0.066], [-0.056, -0.011, -0.015], [-0.005, 0.034, 0.043], [-0.016, 0.005, 0.050], [0.028, -0.015, -0.019], [-0.022, 0.177, 0.050], [0.018, -0.103, -0.010], [-0.051, -0.074, 0.018], [0.102, -0.105, -0.112], [0.059, 0.128, 0.008], [0.000, 0.002, -0.022], [-0.060, 0.015, 0.029], [-0.047, 0.008, 0.051], [0.021, 0.023, -0.009], [0.004, -0.036, -0.033], [0.016, -0.044, -0.014], [-0.027, 0.011, 0.023], [-0.024, -0.004, 0.098], [0.071, 0.056, -0.174], [-0.043, 0.008, -0.114], [0.185, -0.006, 0.015], [-0.045, 0.002, 0.127], [0.011, -0.006, -0.004], [-0.054, 0.008, -0.033], [-0.054, -0.010, -0.032], [-0.001, 0.001, 0.029], [0.040, 0.006, -0.018], [0.039, -0.010, -0.017], [-0.036, -0.001, -0.016], [2.300, 0.397, 0.769], [0.656, -0.727, 0.108], [0.042, -0.250, 0.106], [0.068, -0.029, 0.027], [-0.122, -0.065, -0.060], [2.383, -0.512, 1.381], [-0.049, 0.044, 0.003], [0.018, 0.009, 0.004], [-0.045, -0.033, -0.061], [0.045, -0.013, -0.027], [0.057, 0.004, -0.026], [-0.001, 0.028, -0.013], [0.034, -0.032, -0.144], [-0.026, -0.061, 0.048], [0.064, -0.034, 0.050], [-0.160, 0.073, 0.081], [-0.044, -0.025, -0.124], [0.046, 0.034, 0.053], [0.069, -0.001, -0.003], [0.067, -0.034, 0.001], [-0.013, 0.006, -0.025], [-0.022, 0.031, 0.031], [-0.027, 0.005, 0.038], [0.036, -0.012, -0.009]], "lowdin_charge": [-0.11, -0.73, 0.70, -0.88, 0.66, 0.79, -0.28, 0.45, -0.42, 0.33, 0.09, 0.10, 0.05, 0.09, 0.02, 0.03, 0.05, 0.01, 0.06, 0.03, -0.34, -0.04, -0.18, -0.04, -0.04, 0.14, 0.06, 0.09, 0.08, 0.00, 0.09, 0.10, -0.37, -0.01, -0.19, -0.05, -0.05, 0.13, 0.07, 0.09, 0.09, 0.10, 0.01, 0.09, -0.44, 0.05, -0.20, -0.05, -0.01, 0.14, 0.09, 0.10, 0.06, 0.10, 0.09, 0.09, -0.36, -0.01, -0.19, -0.05, -0.04, 0.14, 0.09, 0.09, 0.08, 0.09, 0.09, 0.09, -0.35, -0.02, -0.17, -0.05, -0.03, 0.14, 0.10, 0.06, 0.09, 0.09, 0.09, 0.07, -0.35, 0.00, -0.20, -0.06, -0.03, 0.13, 0.09, 0.09, 0.08, 0.09, 0.08, 0.09, -0.34, 0.00, -0.19, -0.05, -0.04, 0.14, 0.09, 0.09, 0.07, 0.09, 0.09, 0.09, -0.37, 0.00, -0.19, -0.05, -0.04, 0.12, 0.09, 0.08, 0.08, 0.09, 0.09, 0.08, -0.34, 0.00, -0.20, -0.05, -0.04, 0.12, 0.09, 0.09, 0.09, 0.09, 0.09, 0.08, -0.35, -0.01, -0.19, -0.05, -0.04, 0.14, 0.09, 0.09, 0.08, 0.09, 0.09, 0.09, -0.37, -0.07, -0.14, -0.01, -0.02, 0.09, 0.10, 0.10, 0.09, 0.10, 0.07, 0.09, -0.38, 0.01, -0.20, -0.06, -0.03, 0.13, 0.09, 0.09, 0.08, 0.09, 0.10, 0.09]}